[1]
{"formula": "C13H30F3MgNO9S3", "method": "wB97M-V/def2-TZVPD", "species": ["Mg", "N", "O", "O", "O", "C", "O", "O", "C", "F", "F", "F", "C", "C", "H", "H", "H", "H", "H", "H", "C", "S", "O", "C", "H", "H", "H", "H", "H", "H", "C", "S", "O", "C", "H", "H", "H", "H", "H", "H", "C", "S", "O", "C", "H", "H", "H", "H", "H", "H", "C", "C", "O", "C", "H", "H", "H", "H", "H", "H"], "xyz": [[-12.50864, 26.24257, 20.52662], [-14.61820, 23.74506, 20.61953], [-13.69791, 24.60062, 20.82069], [-15.79856, 24.14286, 20.59599], [-14.34275, 22.55961, 20.58785], [-10.68489, 24.94186, 18.21253], [-9.49708, 24.36134, 18.77224], [-11.42318, 25.47809, 19.14055], [-10.33132, 25.99121, 17.13957], [-11.42018, 26.64395, 16.72529], [-9.44525, 26.90021, 17.55278], [-9.79927, 25.43488, 16.01278], [-8.66099, 23.57264, 17.94068], [-7.45342, 23.14556, 18.77097], [-7.74201, 23.00882, 19.81392], [-7.04994, 22.19728, 18.41491], [-6.67413, 23.90582, 18.73431], [-8.29370, 24.14833, 17.09286], [-9.22053, 22.70706, 17.56885], [-11.22462, 24.14394, 17.63802], [-11.47254, 29.37430, 18.29323], [-11.83777, 29.43022, 20.03521], [-11.66246, 28.03438, 20.52143], [-10.39388, 30.31134, 20.58913], [-10.64848, 28.68805, 18.11227], [-11.35864, 30.38118, 17.89653], [-12.36595, 28.93316, 17.84793], [-9.49367, 29.70033, 20.55595], [-10.57342, 30.54788, 21.64073], [-10.31953, 31.23856, 20.02512], [-16.39433, 26.58462, 18.88639], [-14.88507, 27.15588, 18.11053], [-13.89277, 27.26882, 19.21484], [-14.46059, 25.61110, 17.27211], [-17.07404, 26.30700, 18.07822], [-16.81787, 27.41374, 19.44502], [-16.14729, 25.72594, 19.51679], [-13.71597, 25.85739, 16.52653], [-15.35794, 25.15391, 16.86252], [-14.07700, 24.97285, 18.07118], [-9.43280, 27.18882, 23.13199], [-10.22885, 25.59812, 22.93256], [-11.42169, 25.86016, 22.09879], [-9.05385, 24.88667, 21.81164], [-10.20263, 27.92205, 23.35900], [-8.87956, 27.46326, 22.23737], [-8.72071, 27.13458, 23.95906], [-8.67083, 25.60657, 21.09311], [-9.54984, 24.10538, 21.23353], [-8.23654, 24.39317, 22.34707], [-14.23018, 28.89091, 23.61365], [-14.24714, 27.46357, 23.15198], [-13.84332, 27.16237, 22.05327], [-14.84034, 26.41643, 24.05762], [-15.22984, 29.30678, 23.47971], [-13.53727, 29.43936, 22.97805], [-13.93860, 28.95142, 24.66115], [-14.07305, 25.99758, 24.71298], [-15.30723, 25.62873, 23.47328], [-15.58717, 26.86562, 24.72163]], "mulliken_charge": [2.10, 0.80, -0.58, -0.74, -0.64, -0.36, 0.04, -0.48, 0.81, -0.22, -0.32, -0.31, -0.29, -1.18, 0.21, 0.40, 0.30, 0.27, 0.30, 0.17, -0.56, 0.34, -0.12, -1.08, -0.02, 0.53, 0.09, 0.25, 0.34, 0.44, -0.74, 0.34, -0.70, -0.66, 0.46, 0.32, 0.06, 0.23, 0.52, -0.06, -0.78, 0.32, -0.54, -0.91, 0.20, 0.16, 0.45, 0.27, 0.21, 0.49, -1.15, 0.68, -0.36, -1.05, 0.33, 0.16, 0.39, 0.28, 0.23, 0.40], "homo_energy_ha": -0.300, "total_energy_ev": -79987.057}

***

[2]
{"formula": "C13H30FO7PS3Si", "method": "wB97M-V/def2-TZVPD", "species": ["C", "C", "F", "C", "C", "O", "S", "O", "O", "C", "C", "S", "C", "S", "Si", "C", "C", "C", "H", "H", "H", "H", "H", "H", "H", "H", "H", "H", "H", "H", "H", "H", "H", "H", "H", "H", "H", "H", "H", "C", "O", "P", "O", "O", "C", "O", "C", "H", "H", "H", "H", "H", "H", "H", "H", "H"], "xyz": [[1.55797, 1.97463, 2.83391], [2.83020, 1.15381, 2.75926], [3.08491, 0.51203, 3.96146], [2.86340, 0.15745, 1.58339], [1.95690, -1.04575, 1.91175], [2.74683, -2.04307, 2.59812], [3.79240, -2.83170, 1.62963], [4.71276, -3.44095, 2.54275], [2.97656, -4.07927, 0.97182], [2.29128, -3.73204, -0.25018], [1.94945, -2.25354, -0.45238], [0.95979, -2.23104, -2.01562], [1.11499, -1.59725, 0.73769], [0.19012, -0.15800, 0.05179], [-0.24781, -2.75897, 1.48526], [0.39033, -4.15091, 2.56792], [-1.40684, -3.52444, 0.21186], [-1.33643, -1.69238, 2.61962], [1.54685, 2.70863, 2.02890], [1.58277, 2.54818, 3.76317], [0.65459, 1.36623, 2.82509], [3.65547, 1.85067, 2.57547], [2.54984, 0.74280, 0.71741], [3.91292, -0.10452, 1.45484], [1.23423, -0.70470, 2.65246], [1.42230, -4.37706, -0.36621], [2.96821, -4.02302, -1.05876], [2.80694, -1.63018, -0.69760], [0.46401, -3.48037, -2.00378], [-1.03637, -0.64172, -0.19977], [1.00341, -3.80371, 3.39839], [-0.49959, -4.59365, 3.03495], [0.87171, -4.96665, 2.03140], [-1.87484, -2.76693, -0.41995], [-0.95032, -4.28482, -0.42143], [-2.22094, -3.99998, 0.76672], [-2.38413, -1.97207, 2.51774], [-1.17781, -0.62346, 2.48929], [-1.02947, -1.91945, 3.64603], [-3.01033, 5.55624, -1.84609], [-2.38420, 4.28287, -1.60445], [-2.73812, 3.03093, -2.62922], [-2.21636, 1.86313, -1.90251], [-1.74144, 3.59657, -3.78670], [-0.33869, 3.60099, -3.53042], [-3.72451, 2.37452, -3.75841], [-4.44805, 3.25025, -4.64825], [-2.57098, 6.27807, -1.16273], [-2.83486, 5.88825, -2.87286], [-4.08267, 5.50029, -1.65576], [-0.06947, 2.88888, -2.75075], [-0.01822, 4.60256, -3.23736], [0.16854, 3.32880, -4.45389], [-3.76007, 3.74063, -5.33696], [-5.01374, 3.99702, -4.09081], [-5.14344, 2.63714, -5.21523]], "mulliken_charge": [-1.06, -0.01, -0.36, -0.73, -0.96, -0.38, 0.69, -0.62, -0.34, -1.09, -0.29, -0.10, 1.02, 0.07, 0.61, -1.28, -1.11, -1.28, 0.33, 0.38, 0.15, 0.45, 0.41, 0.36, 0.48, 0.45, 0.30, 0.49, 0.10, 0.20, 0.34, 0.45, 0.33, 0.34, 0.32, 0.34, 0.39, 0.32, 0.31, -0.67, -0.27, 0.81, -0.41, -0.33, -0.56, -0.31, -0.61, 0.23, 0.33, 0.29, 0.22, 0.24, 0.24, 0.27, 0.26, 0.25], "homo_energy_ha": -0.318, "total_energy_ev": -80689.597}

***

[3]
{"formula": "C13H30MnN2O2P2", "method": "wB97M-V/def2-TZVPD", "species": ["Mn", "P", "P", "N", "N", "H", "H", "H", "C", "H", "C", "H", "H", "C", "C", "H", "C", "H", "H", "H", "H", "H", "O", "C", "C", "C", "H", "H", "H", "H", "H", "H", "H", "C", "H", "C", "C", "O", "C", "C", "H", "H", "H", "H", "H", "H", "H", "H", "H", "H"], "xyz": [[0.21644, -0.05464, -0.04001], [0.90775, 2.17760, 0.08390], [1.90559, -1.51671, 0.39193], [-1.45105, 0.80692, -0.71792], [-0.77573, -1.70351, -0.66960], [-3.17423, 0.23670, -1.84209], [-2.83315, -2.23950, -0.74392], [-3.20534, -0.05736, -0.05372], [-2.57982, -0.11774, -0.96662], [-2.09226, -1.72922, -2.31269], [-2.11505, -1.54542, -1.21975], [-2.22816, 2.23662, -2.11318], [-0.76111, -3.75968, -0.98528], [-1.25714, 1.82435, -1.74055], [-0.18890, -2.89979, -0.61939], [-0.96641, 3.54664, -0.65112], [-0.26653, 2.87215, -1.16040], [0.24518, 3.39726, -1.97565], [3.12858, -1.54929, -0.35109], [2.34751, -1.84627, 1.72908], [2.11851, 2.69282, -0.40774], [0.60739, 2.96632, 1.24700], [1.42656, 0.37766, -1.75515], [1.28801, 0.21807, -2.98978], [1.27280, 1.40188, -3.86466], [1.07329, -1.07990, -3.59836], [-0.88654, 1.24449, -2.48096], [0.72796, 2.30850, -3.57677], [2.33742, 1.69046, -3.93374], [0.91694, 1.16554, -4.86467], [0.56152, -1.78462, -2.93838], [0.56747, -1.01126, -4.55592], [2.16035, -1.35792, -3.72853], [1.10558, -3.02594, -0.15042], [1.57308, -4.00876, -0.11482], [-2.78468, 0.87667, 3.29949], [-1.49924, 1.11262, 2.55935], [-1.01809, -0.10517, 1.93579], [-0.79355, -1.18192, 2.86653], [0.28961, -0.89032, 3.87772], [-3.53586, 0.38729, 2.67631], [-3.19240, 1.84483, 3.60116], [-2.64070, 0.30360, 4.21467], [-1.63140, 1.82633, 1.74318], [-0.71456, 1.48195, 3.23656], [-1.74398, -1.37408, 3.36036], [-0.55384, -2.05886, 2.25780], [-0.06340, -0.15171, 4.61008], [0.53157, -1.81632, 4.41719], [1.20132, -0.51396, 3.40220]], "lowdin_spin": [4.47, 0.07, 0.09, 0.74, 0.08, 0.00, 0.00, 0.03, 0.06, 0.01, 0.03, 0.01, 0.00, 0.09, 0.01, 0.00, 0.01, 0.00, 0.01, 0.02, 0.01, 0.01, 0.05, 0.03, 0.01, 0.00, 0.03, 0.00, 0.00, 0.00, 0.00, 0.00, 0.00, 0.05, 0.00, 0.00, 0.01, 0.05, 0.00, 0.00, 0.00, 0.00, 0.00, 0.00, 0.00, 0.00, 0.00, 0.00, 0.00, 0.00], "multiplicity": 7, "total_charge": 1, "homo_energy_ha": [-0.348, -0.366], "total_energy_ev": -70931.041}